No. 1
Molecular formula: C54H120F2N7O4S2
Method: DFT, ωB97M-V with the def2-TZVPD basis set

Each line ends with the Mulliken charge.
Element x y z (Å)
1 N -0.68 -0.19 1.11  0.15
2 S -1.83 -1.00 0.66  0.49
3 O -1.77 -2.46 0.65  -0.38
4 O -2.73 -0.35 -0.26  -0.39
5 F -2.59 -0.91 2.11  -0.32
6 S 0.53 -0.87 0.16  -0.32
7 O 0.12 -1.14 -1.22  -0.30
8 O 1.37 -1.84 0.88  -0.20
9 F 1.45 0.44 -0.07  -0.21
10 C -0.97 1.72 -2.84  -1.07
11 C -2.23 2.10 -3.67  -0.18
12 C -3.25 2.78 -2.70  -0.81
13 N -4.74 2.96 -3.25  0.30
14 C -5.45 3.89 -2.21  -0.47
15 C -6.95 3.96 -2.31  -1.01
16 C -7.58 2.58 -2.47  -0.65
17 C -6.91 1.85 -3.52  -0.74
18 C -5.40 1.60 -3.34  -0.44
19 C -4.56 3.58 -4.66  -0.86
20 H -0.30 2.57 -2.74  0.37
21 H -0.35 1.00 -3.37  0.62
22 H -1.30 1.11 -1.99  -0.12
23 H -2.55 1.12 -4.04  -0.05
24 H -1.98 2.75 -4.51  0.55
25 H -2.83 3.76 -2.51  0.32
26 H -3.44 2.26 -1.76  0.40
27 H -5.12 3.56 -1.23  0.32
28 H -4.96 4.86 -2.29  0.44
29 H -7.44 4.57 -1.55  0.44
30 H -7.17 4.52 -3.22  0.39
31 H -7.27 2.03 -1.58  0.29
32 H -8.66 2.64 -2.55  0.40
33 H -7.29 0.83 -3.47  0.39
34 H -7.16 2.28 -4.49  0.34
35 H -5.04 0.95 -2.54  0.51
36 H -5.01 1.12 -4.24  0.22
37 H -5.58 3.82 -4.99  0.45
38 H -4.10 2.83 -5.31  0.38
39 H -3.96 4.49 -4.64  0.29
40 C 0.65 0.00 -8.04  -1.31
41 C -0.61 -0.76 -7.45  -0.18
42 C -0.14 -2.05 -6.67  -0.57
43 N -1.24 -2.80 -5.87  0.17
44 C -1.74 -1.75 -4.80  -0.66
45 C -2.59 -2.43 -3.76  -0.99
46 C -2.00 -3.69 -3.06  0.40
47 C -1.36 -4.72 -4.05  -1.09
48 C -0.48 -3.99 -5.11  -0.67
49 C -2.36 -3.33 -6.78  -0.89
50 H 1.28 0.21 -7.18  0.34
51 H 0.37 0.85 -8.67  0.39
52 H 1.19 -0.59 -8.77  0.35
53 H -1.50 -0.85 -8.07  0.41
54 H -0.90 -0.05 -6.67  0.02
55 H 0.59 -1.65 -5.96  0.28
56 H 0.23 -2.80 -7.36  0.60
57 H -0.85 -1.28 -4.38  0.34
58 H -2.32 -1.05 -5.40  0.58
59 H -2.80 -1.78 -2.91  0.17
60 H -3.49 -2.77 -4.27  0.48
61 H -1.24 -3.46 -2.31  -0.60
62 H -2.85 -4.06 -2.49  0.46
63 H -0.93 -5.57 -3.52  0.58
64 H -2.15 -5.07 -4.71  0.46
65 H 0.22 -3.34 -4.58  0.39
66 H 0.01 -4.67 -5.81  0.50
67 H -2.05 -4.07 -7.52  0.34
68 H -2.63 -2.49 -7.41  0.37
69 H -3.19 -3.70 -6.18  0.41
70 C -1.45 -3.49 4.06  -1.23
71 C -0.35 -4.51 3.69  -0.07
72 C -0.35 -4.69 2.14  -0.03
73 N 0.53 -5.92 1.59  0.19
74 C 0.27 -5.86 0.06  -1.58
75 C 0.90 -4.66 -0.68  1.45
76 C 2.34 -4.36 -0.35  -0.99
77 C 2.70 -4.66 1.08  0.84
78 C 2.09 -5.90 1.76  -1.27
79 C -0.13 -7.21 2.12  -1.00
80 H -1.55 -3.24 5.12  0.43
81 H -2.40 -3.93 3.74  0.49
82 H -1.32 -2.61 3.44  0.08
83 H -0.43 -5.46 4.23  0.46
84 H 0.58 -4.04 3.99  -0.07
85 H -0.02 -3.74 1.72  -0.53
86 H -1.34 -4.97 1.79  0.57
87 H -0.78 -6.01 -0.18  0.68
88 H 0.71 -6.76 -0.36  0.47
89 H 0.28 -3.78 -0.54  -1.02
90 H 0.69 -4.82 -1.74  0.56
91 H 2.68 -3.45 -0.84  0.06
92 H 2.79 -5.17 -0.92  0.68
93 H 2.28 -3.79 1.59  -0.63
94 H 3.75 -4.56 1.35  0.52
95 H 2.36 -5.85 2.81  0.45
96 H 2.49 -6.87 1.45  0.46
97 H -1.22 -7.21 2.12  0.32
98 H 0.22 -7.24 3.16  0.48
99 H 0.13 -8.10 1.56  0.39
100 C -2.77 -0.35 5.51  -1.33
101 C -1.38 0.44 5.63  -0.70
102 C -0.10 -0.35 5.11  -0.02
103 N 1.24 0.40 5.17  0.64
104 C 1.51 0.67 6.70  -0.65
105 C 1.68 -0.57 7.49  -0.63
106 C 2.93 -1.36 6.96  -1.05
107 C 2.73 -1.66 5.42  -0.36
108 C 2.42 -0.42 4.58  -0.43
109 C 1.12 1.66 4.41  -1.43
110 H -2.69 -1.40 5.80  0.39
111 H -3.16 -0.59 4.52  0.24
112 H -3.47 0.23 6.10  0.43
113 H -1.16 0.59 6.69  0.42
114 H -1.36 1.48 5.29  0.20
115 H -0.31 -0.58 4.07  -0.60
116 H 0.10 -1.32 5.56  0.84
117 H 0.79 1.38 7.11  0.59
118 H 2.45 1.21 6.61  0.57
119 H 0.81 -1.22 7.58  0.21
120 H 1.95 -0.30 8.52  0.47
121 H 3.13 -2.31 7.45  0.44
122 H 3.85 -0.83 7.18  0.35
123 H 1.97 -2.43 5.25  -0.06
124 H 3.68 -1.91 4.95  0.60
125 H 2.20 -0.62 3.53  0.22
126 H 3.28 0.26 4.59  0.39
127 H 2.10 2.10 4.58  0.67
128 H 0.35 2.23 4.94  0.66
129 H 0.79 1.52 3.38  0.03
130 C -4.07 6.78 2.17  -1.51
131 C -3.15 5.63 2.56  -0.38
132 C -2.53 4.82 1.39  -0.74
133 N -1.43 3.90 1.77  0.84
134 C -0.42 4.66 2.66  -0.60
135 C 0.22 5.91 2.00  -1.05
136 C 0.96 5.47 0.74  -0.88
137 C 0.12 4.58 -0.22  -0.75
138 C -0.63 3.43 0.44  0.47
139 C -1.93 2.64 2.48  -0.53
140 H -3.64 7.39 1.37  0.38
141 H -4.34 7.56 2.88  0.39
142 H -5.05 6.53 1.77  0.37
143 H -3.59 4.93 3.28  0.31
144 H -2.41 6.25 3.07  0.22
145 H -2.06 5.43 0.62  0.67
146 H -3.27 4.14 0.96  0.38
147 H -0.96 4.96 3.56  0.71
148 H 0.37 4.00 3.02  0.04
149 H -0.47 6.73 1.78  0.33
150 H 0.86 6.35 2.77  0.49
151 H 1.22 6.32 0.12  0.43
152 H 1.86 4.90 0.99  0.24
153 H -0.42 5.19 -0.95  0.42
154 H 0.90 4.21 -0.88  0.37
155 H -1.37 3.02 -0.25  0.33
156 H 0.14 2.73 0.78  -0.26
157 H -2.70 2.14 1.89  0.26
158 H -2.40 3.03 3.38  0.62
159 H -1.15 1.88 2.62  -0.53
160 C 4.81 4.06 -0.84  -1.40
161 C 5.71 3.04 -0.17  -0.28
162 C 6.06 1.70 -1.00  -0.93
163 N 6.39 0.43 -0.27  0.52
164 C 6.99 -0.56 -1.33  -0.66
165 C 7.04 -2.07 -0.90  -1.19
166 C 5.68 -2.57 -0.31  -0.41
167 C 5.24 -1.58 0.77  -0.23
168 C 5.04 -0.13 0.30  -0.95
169 C 7.41 0.76 0.78  -0.99
170 H 4.80 4.99 -0.27  0.42
171 H 3.76 3.85 -1.05  0.24
172 H 5.30 4.24 -1.79  0.42
173 H 5.28 2.71 0.77  0.22
174 H 6.64 3.47 0.22  0.45
175 H 6.81 1.89 -1.77  0.61
176 H 5.20 1.37 -1.59  0.39
177 H 6.35 -0.70 -2.21  0.47
178 H 7.91 -0.13 -1.71  0.48
179 H 7.23 -2.59 -1.84  0.45
180 H 7.82 -2.27 -0.16  0.36
181 H 4.99 -2.55 -1.15  0.17
182 H 5.67 -3.57 0.11  0.49
183 H 4.34 -1.95 1.27  0.15
184 H 6.13 -1.61 1.40  0.32
185 H 4.27 -0.01 -0.46  0.34
186 H 4.72 0.55 1.08  0.38
187 H 8.32 1.29 0.51  0.42
188 H 7.82 -0.09 1.33  0.34
189 H 6.96 1.30 1.61  0.44

Output
HOMO level in Ha: -0.73896
E in Eh: -3807.98715
Gap between HOMO and LUMO in eV: 10.87
Net charge: +5
Energy relative to the best compared isomer or geometry (same formula, charge and spin) in eV: 4.669

=====

No. 2
Molecular formula: C36H32ClErP2
Method: DFT, ωB97M-V with the def2-TZVPD basis set

Each line ends with the Mulliken charge.
Element x y z (Å)
1 C 3.48 1.94 -0.24  -0.61
2 C 3.12 1.11 0.85  0.64
3 C 4.14 0.36 1.47  -0.26
4 C 5.45 0.39 0.98  -0.76
5 C 5.77 1.14 -0.16  -0.56
6 C 4.78 1.93 -0.75  -0.77
7 P 1.39 1.07 1.44  1.42
8 C 1.56 0.00 2.97  0.10
9 C 1.40 -1.48 3.05  -0.49
10 C 1.06 -1.93 4.37  -0.74
11 C 1.49 -1.20 5.48  -0.51
12 C 2.06 0.07 5.32  -0.70
13 C 2.04 0.68 4.08  0.00
14 Er -0.63 -0.72 2.04  0.56
15 P -1.52 -1.06 -1.33  1.01
16 C -0.80 -2.51 -2.23  0.69
17 C -0.47 -2.51 -3.60  -0.43
18 C 0.10 -3.62 -4.22  -0.65
19 C 0.46 -4.75 -3.48  -0.50
20 C 0.17 -4.75 -2.11  -0.66
21 C -0.45 -3.66 -1.50  -0.58
22 C -3.22 -1.66 -0.81  0.43
23 C -4.15 -0.72 -0.35  -0.78
24 C -5.32 -1.07 0.30  -0.60
25 C -5.65 -2.41 0.47  -0.47
26 C -4.83 -3.38 -0.11  -0.70
27 C -3.67 -2.99 -0.79  -0.13
28 C -2.01 0.04 -2.76  -0.13
29 C -1.61 1.40 -2.84  -0.32
30 C -2.00 2.16 -3.95  -0.44
31 C -2.86 1.64 -4.92  -0.54
32 C -3.27 0.31 -4.82  -0.71
33 C -2.87 -0.47 -3.74  -0.31
34 C 1.17 2.87 1.95  0.26
35 C 2.24 3.79 2.03  0.00
36 C 1.99 5.14 2.31  -0.74
37 C 0.69 5.59 2.56  -0.52
38 C -0.34 4.65 2.60  -0.69
39 C -0.12 3.31 2.31  -0.09
40 H -3.92 0.34 -0.48  0.50
41 H -5.99 -0.30 0.68  0.44
42 H -6.54 -2.70 1.04  0.40
43 H -5.10 -4.44 -0.03  0.41
44 H -3.11 -3.74 -1.37  0.45
45 H -0.68 -1.64 -4.21  0.40
46 H 0.27 -3.64 -5.30  0.40
47 H 0.98 -5.60 -3.93  0.39
48 H 0.43 -5.62 -1.50  0.39
49 H -0.70 -3.70 -0.44  0.34
50 H -1.02 1.83 -2.03  0.41
51 H -1.65 3.20 -4.02  0.40
52 H -3.21 2.29 -5.72  0.40
53 H -3.93 -0.09 -5.59  0.42
54 H -3.25 -1.49 -3.68  0.47
55 H 3.26 3.47 1.83  0.45
56 H 2.82 5.84 2.32  0.42
57 H 0.48 6.64 2.70  0.42
58 H -1.35 4.97 2.87  0.43
59 H -0.95 2.59 2.32  0.04
60 H 1.90 -2.06 2.26  0.65
61 H 0.63 -2.92 4.57  0.54
62 H 1.46 -1.60 6.50  0.45
63 H 2.48 0.61 6.18  0.45
64 H 2.44 1.70 3.95  0.46
65 H 3.91 -0.20 2.37  0.28
66 H 6.24 -0.17 1.48  0.42
67 H 6.77 1.09 -0.60  0.41
68 H 5.03 2.57 -1.59  0.43
69 H 2.72 2.56 -0.69  0.65
70 H 1.98 0.25 -2.05  0.13
71 H 1.58 0.88 -2.14  -0.11
72 Cl -2.77 0.40 2.40  -0.45

Output
HOMO level (spin up / spin down) in Ha: -0.48916 / -0.48921
⟨S²⟩: 3.75
2S+1: 4
E in Eh: -3548.37718
Gap between HOMO and LUMO (spin up / spin down) in eV: 5.19 / 5.20
Net charge: +2

=====

No. 3
Molecular formula: ClH3N2S
Method: DFT, ωB97M-V with the def2-TZVPD basis set

Each line ends with the Mulliken charge.
Element x y z (Å)
1 N -0.34 -1.23 0.48  -0.28
2 N -0.13 1.02 -0.43  -0.45
3 S 0.72 -0.49 -0.30  0.29
4 Cl 2.15 0.20 1.16  -0.12
5 H 0.59 -2.57 0.67  0.00
6 H -0.81 0.95 0.32  0.30
7 H -0.04 1.71 -1.17  0.25

Output
HOMO level (spin up / spin down) in Ha: -0.24717 / -0.38064
⟨S²⟩: 2.02
2S+1: 3
E in Eh: -969.43035
Gap between HOMO and LUMO (spin up / spin down) in eV: 6.29 / 7.21
Energy relative to the best compared isomer or geometry (same formula, charge and spin) in eV: 2.974